(1)
{
  "formula": "C9H11F3NO2",
  "method": "ωB97M-V/def2-TZVPD",
  "species": ["C", "C", "C", "C", "C", "C", "C", "C", "C", "N", "O", "O", "F", "F", "F", "H", "H", "H", "H", "H", "H", "H", "H", "H", "H", "H"],
  "xyz": [[-0.048, 1.505, 0.620], [1.509, -0.914, 0.166], [1.327, 1.490, 0.758], [2.067, 0.252, 0.504], [-0.668, 0.311, 0.086], [0.109, -0.970, -0.170], [1.940, 2.771, 0.837], [-4.201, -2.377, -1.647], [3.534, 0.300, 1.015], [-1.962, 0.159, 0.025], [-2.926, -1.967, -1.214], [-0.342, -1.952, -0.743], [4.134, -0.913, 1.074], [4.239, 1.036, 0.177], [3.671, 0.797, 2.179], [-0.614, 2.399, 0.666], [2.190, -1.759, 0.069], [1.390, 3.712, 0.720], [2.644, 2.735, 1.692], [2.737, 2.867, 0.183], [-4.408, -3.381, -1.514], [-4.979, -1.982, -0.864], [-4.430, -1.865, -2.560], [-2.501, 0.999, 0.042], [-2.211, -0.759, -0.494], [-2.202, -2.492, -1.609]],
  "lowdin_charge": [0.066, 0.107, -0.157, 0.004, -0.112, -0.244, -0.013, -0.099, -0.640, 0.274, -0.167, 0.167, 0.152, 0.183, 0.233, 0.123, 0.157, 0.126, 0.127, 0.085, 0.062, 0.127, 0.084, 0.148, 0.107, 0.101],
  "de_lowest_ev": 1.4797,
  "charge": 1,
  "homo_ev": -13.93,
  "gap_ev": 7.444
}

***

(2)
{
  "formula": "C9H11FN",
  "method": "ωB97M-V/def2-TZVPD",
  "species": ["C", "C", "C", "C", "C", "C", "C", "C", "C", "N", "F", "H", "H", "H", "H", "H", "H", "H", "H", "H", "H", "H"],
  "xyz": [[-3.072, 0.384, -0.538], [-2.334, 1.482, -0.062], [-2.562, -0.862, -0.667], [-0.953, 1.244, 0.255], [-1.272, -1.098, -0.275], [-0.465, -0.048, 0.225], [2.051, 0.757, 0.750], [2.714, 1.084, -0.498], [0.867, -0.292, 0.658], [1.337, -1.689, 0.427], [3.607, 0.304, -1.057], [-3.949, 0.477, -1.118], [-2.589, 2.523, 0.061], [-3.128, -1.771, -0.965], [-0.379, 1.932, 0.699], [-0.974, -2.158, -0.225], [2.812, 0.340, 1.486], [1.683, 1.688, 1.031], [2.288, 1.676, -1.266], [0.987, -2.446, 1.079], [2.368, -1.558, 0.417], [0.965, -1.970, -0.417]],
  "lowdin_charge": [-0.059, 0.020, -0.078, 0.009, -0.036, -0.214, -0.124, -0.116, -0.086, 0.227, 0.054, 0.108, 0.115, 0.140, 0.071, 0.116, 0.154, 0.090, 0.118, 0.210, 0.176, 0.105],
  "de_lowest_ev": 0.4697,
  "charge": 1,
  "homo_ev": [-11.98, -11.97],
  "gap_ev": [8.555, 6.832]
}

***

(3)
{
  "formula": "C9H11FN2OS",
  "method": "ωB97M-V/def2-TZVPD",
  "species": ["C", "C", "C", "C", "C", "C", "C", "C", "C", "N", "N", "O", "F", "S", "H", "H", "H", "H", "H", "H", "H", "H", "H", "H", "H"],
  "xyz": [[0.837, -1.395, -0.319], [1.678, -0.189, 1.523], [2.002, -0.854, 0.413], [-0.438, -0.953, -0.137], [-1.525, -1.418, -1.097], [0.236, 0.145, 1.931], [-0.803, 0.143, 0.798], [3.341, -1.084, -0.167], [-2.461, 1.443, -3.437], [-2.836, -0.968, -0.852], [-3.677, -1.061, -1.768], [-1.282, -2.178, -2.052], [-0.577, 1.377, 0.102], [-3.696, -1.459, -3.252], [1.052, -2.113, -1.083], [2.415, 0.312, 2.067], [-0.015, -0.371, 2.956], [0.228, 1.155, 2.339], [-1.811, 0.314, 1.064], [3.778, -0.150, -0.034], [3.148, -1.329, -1.148], [3.921, -1.889, 0.276], [-2.313, 0.401, -3.841], [-1.582, 2.000, -3.081], [-3.522, 1.732, -3.270]],
  "lowdin_charge": [0.068, -0.018, -0.265, -0.078, -0.388, -0.102, -0.253, -0.027, 0.021, 0.023, -0.502, 0.006, -0.046, 0.825, 0.120, 0.096, 0.158, 0.108, 0.125, 0.070, 0.053, 0.096, -0.079, -0.008, -0.003],
  "multiplicity": 3,
  "s2": 2.013,
  "charge": 0,
  "homo_ev": [-8.62, -9.05],
  "gap_ev": [7.428, 7.575]
}

***

(4)
{
  "formula": "C9H11FO2",
  "method": "ωB97M-V/def2-TZVPD",
  "species": ["O", "C", "O", "C", "C", "C", "C", "C", "C", "H", "H", "H", "H", "H", "H", "H", "H", "C", "C", "F", "H", "H", "H"],
  "xyz": [[1.160, 1.612, -0.926], [0.421, 1.072, 0.092], [0.951, 1.258, 1.308], [-0.677, 0.246, 0.043], [-1.366, 0.080, -1.231], [-2.603, -0.487, -1.219], [-3.449, -0.380, -0.006], [-2.836, -0.367, 1.204], [-1.340, -0.157, 1.344], [0.863, 1.372, -1.788], [1.760, 1.770, 1.308], [-0.837, -0.082, -2.157], [-3.260, -0.631, -2.096], [-4.560, -0.390, -0.026], [-3.466, -0.104, 2.022], [-1.101, 0.644, 2.009], [-0.969, -1.169, 1.868], [3.776, -0.026, -0.215], [3.400, -1.266, -0.464], [4.135, -2.373, -0.337], [4.762, 0.317, -0.029], [2.867, 0.558, -0.147], [2.369, -1.497, -0.558]],
  "lowdin_charge": [0.085, -0.380, 0.091, -0.168, -0.065, -0.098, -0.106, -0.098, -0.135, 0.098, 0.120, 0.100, 0.099, 0.105, 0.085, 0.091, 0.160, 0.049, -0.223, 0.017, 0.060, 0.015, 0.097],
  "de_lowest_ev": 2.8635,
  "smiles": "OC(O)=C1C=CC=CC1.C=CF",
  "charge": 0,
  "homo_ev": -7.38,
  "gap_ev": 7.903
}

***

(5)
{
  "formula": "C9H11FOS",
  "method": "ωB97M-V/def2-TZVPD",
  "species": ["C", "C", "C", "C", "C", "C", "C", "C", "C", "O", "F", "S", "H", "H", "H", "H", "H", "H", "H", "H", "H", "H", "H"],
  "xyz": [[0.230, 2.154, 0.391], [-0.755, 0.013, 0.663], [1.414, 1.485, 0.065], [0.409, -0.673, 0.500], [-0.892, 1.416, 0.737], [1.541, 0.102, 0.179], [3.314, -1.967, 0.787], [-2.348, 1.948, 0.852], [0.070, -2.292, -2.662], [0.849, -1.624, -1.814], [-0.044, -3.635, -2.244], [3.069, -0.678, -0.286], [0.200, 3.149, 0.371], [-1.665, -0.510, 0.896], [2.117, 2.177, -0.274], [0.358, -1.833, 0.536], [4.356, -2.215, 0.720], [2.472, -2.175, 1.372], [-2.255, 2.998, 0.927], [-2.916, 1.616, -0.024], [-2.557, 1.527, 1.820], [0.397, -2.410, -3.822], [-0.988, -1.710, -2.775]],
  "lowdin_charge": [-0.030, -0.069, -0.079, -0.116, -0.236, -0.507, -0.302, -0.024, -0.374, -0.109, -0.084, 0.987, 0.068, 0.110, 0.089, 0.150, -0.001, -0.010, 0.055, 0.092, 0.074, 0.156, 0.162],
  "de_lowest_ev": 3.5367,
  "charge": 0,
  "homo_ev": [-6.92, -8.94],
  "gap_ev": [4.871, 8.820]
}

***

(6)
{
  "formula": "C9H11FSi",
  "method": "ωB97M-V/def2-TZVPD",
  "species": ["C", "C", "C", "C", "C", "C", "C", "C", "C", "F", "Si", "H", "H", "H", "H", "H", "H", "H", "H", "H", "H", "H"],
  "xyz": [[-4.216, 0.026, -0.233], [-3.591, 1.316, -0.268], [-3.424, -1.061, 0.069], [-2.160, 1.347, -0.176], [-2.059, -1.062, -0.022], [-1.440, 0.179, 0.006], [0.028, 0.239, 0.205], [0.767, 1.266, 0.639], [4.269, -1.365, -0.191], [4.880, 1.324, -0.867], [4.397, 0.414, 0.407], [-5.328, -0.053, -0.474], [-4.133, 2.322, -0.395], [-3.886, -1.980, 0.050], [-1.600, 2.146, -0.378], [-1.646, -2.077, 0.060], [0.476, -0.738, 0.180], [0.501, 2.246, 1.092], [5.131, -1.871, -0.545], [3.824, -2.044, 0.590], [3.785, -1.405, -1.170], [5.425, 0.832, 1.422]],
  "lowdin_charge": [-0.088, -0.047, -0.121, -0.040, -0.044, -0.256, -0.179, 0.099, -0.281, -0.294, 0.636, 0.123, 0.122, 0.076, 0.060, 0.124, 0.081, 0.046, -0.002, 0.038, 0.024, -0.076],
  "de_lowest_ev": 1.2714,
  "charge": 0,
  "homo_ev": [-8.78, -7.79],
  "gap_ev": [8.273, 7.594]
}

***

(7)
{
  "formula": "C9H11LiN5Te",
  "method": "ωB97M-V/def2-TZVPD",
  "species": ["Li", "C", "Te", "C", "C", "C", "C", "C", "C", "C", "H", "H", "H", "H", "H", "H", "H", "H", "N", "N", "N", "C", "N", "N", "H", "H", "H"],
  "xyz": [[2.842, -1.108, 0.570], [-1.023, 0.834, 2.520], [0.864, 0.429, 1.619], [0.256, 1.651, -0.018], [-1.098, 2.187, 0.385], [-1.764, 3.071, -0.460], [-3.008, 3.566, -0.120], [-3.605, 3.178, 1.072], [-2.952, 2.297, 1.913], [-1.697, 1.797, 1.576], [-0.827, 1.277, 3.493], [-1.575, -0.095, 2.640], [0.180, 1.054, -0.926], [0.986, 2.444, -0.162], [-1.298, 3.373, -1.389], [-3.513, 4.254, -0.782], [-4.578, 3.562, 1.344], [-3.416, 1.994, 2.842], [3.898, -5.119, -2.543], [3.130, -4.174, -1.886], [1.821, -4.241, -1.855], [1.527, -3.234, -1.051], [2.627, -2.601, -0.631], [3.655, -3.228, -1.184], [3.322, -5.538, -3.269], [4.721, -4.661, -2.926], [0.524, -2.969, -0.773]],
  "lowdin_charge": [0.580, -0.414, 1.211, -0.441, -0.294, -0.036, -0.064, -0.063, -0.033, -0.292, 0.062, 0.063, 0.057, 0.060, 0.120, 0.111, 0.111, 0.121, 0.156, -0.276, 0.147, -0.193, -0.100, 0.064, 0.115, 0.113, 0.115],
  "de_lowest_ev": 0.3947,
  "charge": 1,
  "homo_ev": -11.62,
  "gap_ev": 8.208
}

***

(8)
{
  "formula": "C9H11N",
  "method": "ωB97M-V/def2-TZVPD",
  "species": ["C", "C", "C", "C", "C", "C", "C", "C", "N", "C", "H", "H", "H", "H", "H", "H", "H", "H", "H", "H", "H"],
  "xyz": [[-2.424, -0.826, -0.861], [-2.695, -0.611, 0.509], [-1.577, -0.021, 1.056], [-0.326, 0.275, 0.550], [-0.072, -0.208, -0.750], [-1.185, -0.687, -1.468], [1.333, -0.202, -1.310], [2.374, 0.313, -0.197], [1.763, 1.292, 0.824], [0.683, 0.715, 1.409], [-3.213, -1.458, -1.393], [-3.718, -0.694, 1.061], [-1.668, 0.286, 2.179], [-0.819, -1.202, -2.314], [1.837, -1.278, -1.668], [1.280, 0.479, -2.232], [2.466, -0.448, 0.611], [3.316, 0.854, -0.577], [1.222, 2.004, 0.277], [0.310, 1.438, 2.104], [1.113, -0.019, 2.191]],
  "lowdin_charge": [-0.109, -0.076, -0.081, -0.216, -0.182, -0.052, -0.126, -0.153, -0.091, -0.351, 0.117, 0.141, 0.142, 0.096, 0.165, 0.123, 0.108, 0.128, 0.132, 0.121, 0.164],
  "de_lowest_ev": 1.4757,
  "smiles": "c1ccc2c(c1)CCNC2",
  "charge": 0,
  "homo_ev": -8.88,
  "gap_ev": 9.823
}

***

no.,strongest force on any atom (Eh/bohr)
1,0.0872
2,0.0994
3,0.0656
4,0.0588
5,0.0874
6,0.0982
7,0.0073
8,0.1164